Record 1
63
Properties=species:S:1:pos:R:3:forces:R:3 method="wB97M-V/def2-TZVPD" lumo_ha="-0.274 / -0.281" multiplicity=2 orbital_gap_ev="5.75 / 5.56" e_above_lowest_kcal_mol=34.4 charge=+2 e_homo_ha="-0.4854 / -0.4852" s2=0.779
Re 0.380387 0.983833 -0.916398 0.0 0.0 0.0
N -1.643864 3.450754 1.869689 0.0 0.0 0.0
C -0.569975 2.708815 1.661162 0.0 0.1 0.1
N -0.702635 2.121034 0.471343 0.0 -0.1 -0.2
C -1.918208 2.584549 0.010585 0.0 -0.1 0.0
N -2.515324 3.385939 0.836864 0.0 0.0 0.1
C -2.350363 2.147810 -1.306557 0.0 0.0 0.0
C -3.559637 2.467599 -1.898771 0.0 0.0 0.0
N -3.870989 2.027173 -3.111591 0.0 0.0 0.0
C -2.978951 1.269702 -3.736461 -0.1 0.1 0.0
C -1.761138 0.936628 -3.159001 0.0 0.0 0.0
N -1.442728 1.375012 -1.937385 0.2 -0.1 -0.1
H -1.859296 4.027768 2.672389 0.0 0.0 0.0
H 0.253160 2.608692 2.347366 0.0 0.0 0.0
H -4.280331 3.088076 -1.379832 0.0 0.0 0.0
H -3.230774 0.912703 -4.726993 0.0 0.0 0.0
H -1.040463 0.321774 -3.676609 0.0 0.0 0.0
Cl 0.219083 -1.359164 -1.564654 -0.1 -0.1 -0.1
C 1.581098 -1.274002 -2.729688 -0.1 0.1 0.1
Cl 1.734895 0.492126 -3.008334 -0.1 -0.1 -0.1
H 1.330882 -1.795898 -3.647134 0.0 0.0 0.0
H 2.481733 -1.636372 -2.241899 0.0 0.0 0.0
C 3.540925 -0.369031 4.356651 0.0 0.0 0.0
Si 1.688770 -0.504314 4.534800 0.0 0.1 0.0
C 1.176957 -2.243905 4.933943 -0.1 -0.1 0.0
C 1.036140 0.713026 5.795864 0.0 0.0 0.0
C 0.942238 0.070774 2.844057 0.2 0.0 0.0
H 4.041510 -0.630381 5.291720 0.0 0.0 0.0
H 3.843090 0.648149 4.094533 0.0 0.0 0.0
H 3.924386 -1.041531 3.584635 0.0 0.0 0.0
H 1.689418 -2.568849 5.843057 0.0 0.0 0.0
H 1.444908 -2.942240 4.137825 0.0 0.0 0.0
H 0.102287 -2.326420 5.106622 0.0 0.0 0.0
H 1.050595 0.273933 6.795764 0.0 0.0 0.0
H -0.000173 0.993026 5.590451 0.0 0.0 0.0
H 1.640630 1.622358 5.834956 0.0 0.0 0.0
H 1.572271 0.923228 2.561796 -0.1 0.0 0.0
H -0.065289 0.431518 3.035945 -0.1 -0.1 0.0
C -3.452748 -2.796911 3.807559 0.0 0.0 0.0
C -2.539851 -3.808184 3.543262 0.0 0.0 0.0
C -1.389522 -3.535423 2.819993 0.0 0.0 0.0
C -1.116009 -2.243648 2.372101 0.1 0.0 0.0
C -2.056141 -1.243781 2.618070 0.0 0.0 0.0
C -3.214946 -1.516196 3.330549 0.0 0.0 0.0
C 0.135874 -1.997886 1.624762 -0.2 0.0 0.0
C 0.999182 -0.980707 1.769803 0.0 0.2 0.0
C 2.207967 -0.947575 0.898170 0.1 0.0 0.1
C 3.045292 -2.053656 0.769556 0.1 0.0 0.0
C 4.201095 -1.991980 -0.000475 0.0 0.0 0.0
C 4.561035 -0.815696 -0.652002 0.0 0.0 0.0
C 3.730335 0.288567 -0.562565 0.0 0.0 0.1
C 2.562295 0.207344 0.192479 -0.2 -0.1 -0.4
H -4.353046 -3.009567 4.368021 0.0 0.0 0.0
H -2.727150 -4.812956 3.897902 0.0 0.0 0.0
H -0.681450 -4.330702 2.615839 0.0 0.0 0.0
H -1.898403 -0.247692 2.219155 0.0 0.0 0.0
H -3.939198 -0.731448 3.507985 0.0 0.0 0.0
H 0.390575 -2.764152 0.896622 0.0 0.0 0.0
H 2.807811 -2.956522 1.318407 0.0 0.0 0.0
H 4.846159 -2.859072 -0.064022 0.0 0.0 0.0
H 5.484714 -0.759992 -1.212243 0.0 0.0 0.0
H 3.995361 1.214083 -1.057884 0.0 0.0 0.0
H 1.966946 1.146464 0.315948 0.1 0.2 0.4



Record 2
64
Properties=species:S:1:pos:R:3:forces:R:3 method="wB97M-V/def2-TZVPD" smiles="CCCCn1c(N)c(N(Cc2ccccc2OC)C(=O)[C@H](C)Oc2ccc(Cl)cc2)c(=O)[nH]c1=O" lumo_ha=0.020 orbital_gap_ev=8.69 e_above_lowest_kcal_mol=0.1 e_homo_ha=-0.2998
C -1.616181 -4.906372 -0.121522 0.1 0.1 -0.1
C -1.234004 -3.834006 -1.134859 -0.3 0.0 0.0
C -2.328978 -2.791132 -1.361274 0.2 0.0 0.1
C -2.636274 -1.946620 -0.120845 -0.3 -0.3 -0.3
N -1.475286 -1.236079 0.394253 0.0 -0.1 0.0
C -0.918289 -0.177964 -0.275655 0.7 0.5 0.0
N -1.467000 0.185073 -1.473767 0.1 -0.2 0.1
C 0.200928 0.461825 0.204713 -0.2 0.0 0.0
N 0.758455 1.512390 -0.569867 -0.2 -0.7 -0.1
C 1.627564 1.084101 -1.674365 0.2 0.1 -0.1
C 3.022677 0.842244 -1.164768 -0.1 -0.2 -0.1
C 3.949578 1.870622 -1.174831 0.0 -0.1 0.0
C 5.221247 1.688913 -0.659697 0.2 0.0 0.1
C 5.566355 0.462811 -0.125849 0.0 0.1 0.0
C 4.651927 -0.576645 -0.100623 -0.2 -0.3 0.0
C 3.373213 -0.396379 -0.610837 0.2 0.2 -0.2
O 2.406453 -1.367549 -0.621903 0.1 0.4 -0.1
C 2.685977 -2.581836 0.030879 0.0 -0.2 0.1
C 0.702019 2.834592 -0.289833 -0.6 0.3 0.1
O 1.163508 3.671338 -1.045556 0.2 0.2 0.1
C 0.052604 3.315373 1.015166 0.3 0.5 0.1
C 1.168988 3.500836 2.043081 -0.2 -0.1 -0.1
O -0.923225 2.462028 1.587124 0.0 0.1 0.3
C -2.098198 2.277460 0.946732 -0.4 0.0 -0.1
C -2.459764 2.874422 -0.259712 0.2 0.1 0.3
C -3.678001 2.573712 -0.847064 -0.2 -0.1 0.1
C -4.537351 1.674725 -0.240121 0.1 0.1 -0.1
Cl -6.038571 1.264183 -1.005405 -0.1 0.0 0.0
C -4.199422 1.087472 0.972078 0.0 0.1 -0.1
C -2.989469 1.389571 1.558393 0.2 0.2 -0.1
C 0.854236 0.013318 1.402384 -0.5 -0.1 -0.3
O 1.872202 0.447214 1.900122 0.2 0.0 0.1
N 0.175728 -1.040515 2.017957 0.3 -0.1 0.4
C -0.951199 -1.682368 1.599183 0.0 0.2 0.0
O -1.457146 -2.579600 2.235702 -0.1 -0.3 0.3
H -0.852736 -5.680234 -0.091857 0.0 -0.1 0.1
H -1.709357 -4.488381 0.876859 0.0 0.0 0.1
H -2.560776 -5.370334 -0.397091 -0.1 -0.1 0.0
H -0.322751 -3.327435 -0.809226 0.1 0.0 -0.1
H -1.017444 -4.308569 -2.094734 0.1 0.1 0.0
H -2.023447 -2.144264 -2.185053 -0.1 0.0 0.0
H -3.253774 -3.293725 -1.651029 -0.1 0.0 0.0
H -3.437339 -1.230865 -0.331766 0.0 0.0 0.1
H -2.968173 -2.594908 0.692020 0.0 0.2 -0.1
H -2.451321 0.022696 -1.609127 0.0 0.0 0.0
H -1.138048 1.071288 -1.827144 -0.1 0.0 0.1
H 1.209510 0.171269 -2.101040 0.0 0.1 0.0
H 1.634472 1.888543 -2.412757 0.0 -0.2 0.0
H 3.657518 2.827116 -1.581138 -0.1 0.1 -0.1
H 5.932647 2.500180 -0.671129 0.1 0.1 0.0
H 6.553593 0.305151 0.282693 0.1 0.0 0.0
H 4.947025 -1.520217 0.329691 0.0 -0.1 0.0
H 1.770227 -3.170026 -0.023360 0.1 0.0 0.0
H 2.947526 -2.417928 1.080614 0.0 0.0 0.0
H 3.492459 -3.130643 -0.466149 0.0 0.0 0.0
H -0.394279 4.297611 0.798549 0.1 -0.3 -0.1
H 0.748410 3.879080 2.971026 0.0 0.1 0.1
H 1.895034 4.210073 1.656756 0.0 0.1 0.0
H 1.663239 2.551944 2.233645 0.0 0.0 0.0
H -1.800039 3.568559 -0.755866 0.1 0.1 0.0
H -3.953213 3.036922 -1.781559 0.0 0.0 -0.1
H -4.879239 0.399901 1.449834 -0.1 -0.1 0.0
H -2.704626 0.943717 2.497908 0.0 -0.1 0.1
H 0.569620 -1.373699 2.891012 -0.1 0.0 -0.2



Record 3
59
Properties=species:S:1:pos:R:3:forces:R:3 method="wB97M-V/def2-TZVPD" lumo_ha=-0.222 orbital_gap_ev=4.28 charge=+1 e_homo_ha=-0.3793
C -3.326542 -0.049375 1.031957 -0.2 -0.3 -0.2
C -2.445535 -0.869677 1.969701 0.4 -0.4 -0.2
C -2.704484 -0.414911 3.403922 -0.1 -0.3 0.3
N -2.687833 -2.326012 1.864913 1.1 0.1 0.0
C -1.580748 -2.950476 1.648679 -0.9 2.0 0.0
S -1.456438 -4.681435 1.638989 -0.9 -0.2 0.7
C -2.964113 -4.873025 2.750914 0.4 -0.6 -0.2
C -3.306547 -6.303422 2.900321 -0.2 -1.4 0.0
N -3.546744 -7.439359 3.001536 0.4 2.2 -0.2
C -0.348647 -2.033306 1.469187 -0.5 0.0 0.1
C 0.647860 -2.268954 2.606547 0.1 -0.2 0.1
C 0.310740 -2.255020 0.108575 0.0 -0.5 -0.1
N -1.020264 -0.737265 1.584832 -0.2 0.3 -0.1
C -0.402240 0.484059 1.526353 0.1 -0.5 -0.4
C 0.761300 0.742963 0.880617 -0.4 -0.1 0.3
C 1.593663 1.925671 1.192951 0.1 0.8 0.2
H -4.379016 -0.303847 1.201941 0.2 0.1 0.0
H -3.180838 1.020046 1.230810 -0.1 -0.2 -0.1
H -3.077162 -0.253111 -0.016616 -0.1 0.0 0.2
H -3.748878 -0.636586 3.663183 0.3 0.1 0.0
H -2.050529 -0.948929 4.106959 -0.2 0.2 -0.2
H -2.538068 0.664846 3.495053 0.0 -0.2 0.1
H -2.683168 -4.444559 3.724630 -0.2 -0.2 -0.4
H -3.783556 -4.302241 2.298391 0.3 -0.3 0.2
H 1.003966 -3.306564 2.559876 0.0 0.3 0.1
H 1.509181 -1.598759 2.503701 -0.2 -0.1 0.0
H 0.174921 -2.098785 3.583974 0.1 -0.1 -0.3
H 0.320547 -3.331475 -0.104727 0.1 0.2 -0.1
H -0.251296 -1.745338 -0.684890 0.1 -0.1 0.2
H 1.351810 -1.915333 0.129494 -0.2 -0.1 -0.1
H -0.946711 1.277682 2.051370 0.4 -0.1 0.0
H 1.172025 0.022060 0.190222 0.1 -0.3 0.5
H 2.053744 2.322804 0.283914 0.0 0.3 0.3
H 0.981613 2.712286 1.656986 0.2 -0.1 -0.1
H 2.409647 1.698413 1.900042 -0.2 0.0 -0.2
F 4.793320 4.326948 -3.406142 -0.5 -1.4 0.7
C 4.435758 3.191712 -2.711755 0.1 0.8 -0.7
C 5.403910 2.577106 -1.918823 -0.6 -0.4 0.1
C 5.036640 1.408295 -1.232153 0.0 0.1 0.0
C 3.745608 0.906225 -1.319041 -0.4 0.1 -0.1
C 2.736888 1.572151 -2.083067 1.0 0.1 0.1
C 1.411945 1.037460 -2.038480 -0.2 0.1 -1.7
C 0.237683 1.640576 -2.578408 -0.5 0.3 0.4
C -0.899668 0.813649 -2.836806 0.3 0.0 -0.2
C -1.972040 1.280598 -3.583176 0.1 -0.1 0.1
C -1.975957 2.600376 -4.063616 0.4 -0.2 0.4
C -0.949832 3.477115 -3.680008 0.3 0.1 0.2
C 0.116811 3.026479 -2.901077 -0.1 0.0 -0.3
C 3.144408 2.706646 -2.854816 0.0 0.1 0.5
H 6.411227 2.983318 -1.858346 -0.2 0.0 0.0
H 5.769354 0.897145 -0.605034 -0.2 0.2 -0.3
H 3.461870 0.001981 -0.768328 0.2 0.4 -0.2
H 1.351955 -0.043464 -1.868185 -0.1 0.4 0.4
H -0.876440 -0.212749 -2.462891 -0.1 0.3 -0.2
H -2.808107 0.616128 -3.807086 0.3 0.2 0.1
H -2.786492 2.949574 -4.704523 0.2 -0.1 0.2
H -0.981001 4.525598 -3.992015 0.0 -0.4 0.2
H 0.866134 3.734264 -2.534229 -0.4 -0.3 -0.2
H 2.464369 3.199801 -3.546299 0.4 -0.2 0.1



Record 4
62
Properties=species:S:1:pos:R:3:forces:R:3 method="wB97M-V/def2-TZVPD" smiles="COCCn1c(CN(Cc2ccccc2)Cc2ccccc2)nc2c1c(=O)n(C)c(=O)n2C" lumo_ha=0.023 orbital_gap_ev=8.64 e_above_lowest_kcal_mol=30.9 e_homo_ha=-0.2943
C 2.029918 3.154537 3.300536 0.0 0.1 0.1
O 1.629772 2.120235 2.439010 -0.1 -0.2 -0.2
C 0.396979 1.541312 2.807955 -0.2 -0.2 0.0
C 0.013316 0.485155 1.771850 0.3 0.2 0.8
N -0.306480 1.091146 0.509190 0.0 0.2 -0.4
C 0.514305 1.327973 -0.534628 -0.2 0.2 0.3
C 1.928169 0.874290 -0.562854 0.2 0.0 0.1
N 2.000936 -0.576812 -0.441268 0.2 0.0 -0.1
C 1.376974 -1.251342 -1.577030 0.0 -0.1 0.0
C -0.122197 -1.296620 -1.445045 -0.2 -0.1 -0.2
C -0.695661 -1.894864 -0.328967 0.0 0.0 -0.1
C -2.069295 -1.922718 -0.172634 0.0 -0.1 0.1
C -2.889695 -1.368604 -1.141436 -0.1 0.0 -0.1
C -2.328705 -0.797805 -2.270257 -0.1 0.0 -0.1
C -0.952658 -0.763275 -2.420736 0.1 -0.2 0.0
C 3.371487 -1.025509 -0.227467 0.0 0.0 0.0
C 3.390156 -2.467823 0.201380 0.2 0.0 -0.1
C 2.722731 -2.848926 1.359604 0.0 0.0 0.0
C 2.705468 -4.172151 1.758968 -0.1 0.0 0.1
C 3.362964 -5.132682 1.007779 0.0 -0.1 0.0
C 4.036311 -4.761750 -0.142563 0.0 -0.1 0.0
C 4.045906 -3.436853 -0.545039 0.0 0.1 0.0
N -0.092473 1.950122 -1.531426 0.0 0.3 -0.4
C -1.370085 2.099991 -1.122974 0.3 -0.5 1.4
C -1.539934 1.581641 0.150787 -0.1 0.4 -0.8
C -2.814185 1.528616 0.790107 0.3 0.0 -0.2
O -3.073882 1.077444 1.891563 0.0 -0.1 0.2
N -3.812656 2.072870 -0.022325 -0.2 -0.1 0.2
C -5.154321 2.034438 0.536437 -0.3 0.0 0.1
C -3.675340 2.606535 -1.297495 0.1 0.1 -0.2
O -4.627667 3.034478 -1.916670 -0.2 0.1 -0.2
N -2.404304 2.632436 -1.826766 -0.1 0.0 -0.1
C -2.181260 3.147207 -3.159509 0.0 0.1 -0.2
H 2.981080 3.524698 2.923647 0.0 0.1 0.1
H 1.297418 3.970624 3.308650 0.0 0.0 0.0
H 2.159572 2.788468 4.326350 0.0 0.0 0.0
H -0.387310 2.310965 2.861385 0.0 -0.1 0.0
H 0.480585 1.068434 3.798043 0.0 0.0 -0.1
H -0.871868 -0.048012 2.124288 0.1 0.0 -0.1
H 0.844346 -0.202948 1.612478 -0.1 0.0 0.0
H 2.382434 1.241507 -1.497689 -0.1 0.0 0.1
H 2.452648 1.317436 0.288713 0.0 0.0 -0.1
H 1.750378 -2.279843 -1.592405 0.0 0.1 -0.1
H 1.655468 -0.768343 -2.528008 0.0 -0.1 0.0
H -0.051172 -2.336192 0.416866 0.1 0.0 0.1
H -2.503593 -2.377664 0.705386 0.0 0.0 0.1
H -3.962599 -1.385448 -1.018899 -0.1 0.0 0.0
H -2.964960 -0.372457 -3.033137 -0.1 0.0 -0.1
H -0.518172 -0.305531 -3.297896 0.1 0.1 -0.1
H 3.795972 -0.410685 0.572627 0.0 0.0 -0.1
H 3.994569 -0.889000 -1.128046 0.0 0.0 0.1
H 2.217160 -2.096976 1.947525 -0.1 0.1 0.1
H 2.180538 -4.456740 2.659251 0.0 0.0 0.1
H 3.351209 -6.166543 1.319443 0.0 -0.1 0.0
H 4.552853 -5.505492 -0.731479 0.0 -0.1 0.0
H 4.570365 -3.153345 -1.447135 0.0 0.0 -0.1
H -5.450554 0.998752 0.703483 0.0 0.0 0.0
H -5.161814 2.555198 1.493636 0.0 -0.1 0.0
H -5.830712 2.514144 -0.165600 0.1 -0.1 0.1
H -1.652930 2.399261 -3.748876 0.0 0.0 0.0
H -1.574583 4.051794 -3.111381 0.0 0.0 -0.1
H -3.150923 3.371245 -3.599299 0.1 0.0 0.0



Computed values of largest force on an atom (unit: Eh/bohr) for the preceding records, in sequence: 0.0097, 0.0162, 0.0431, 0.0288.
Computed values of calculated total energy (unit: eV) for the preceding records, in sequence: -68882.138, -55118.294, -44409.798, -39990.399.